1.
2 unconnected molecules or ions with the total composition C27H24F4NOS in a non-equilibrium geometry, computed with ωB97M-V with the def2-TZVPD basis set.

Last column: Löwdin charge in e.
Geometry (Å):
F  2.055  -5.788  -1.212  0.06
C  2.241  -4.490  -0.781  -0.20
C  3.153  -4.273  0.250  0.12
C  3.228  -2.963  0.720  -0.21
F  4.077  -2.702  1.774  0.06
C  2.490  -1.916  0.184  0.08
C  1.624  -2.130  -0.942  -0.17
C  0.984  -1.022  -1.584  0.10
C  0.503  -1.085  -2.942  -0.18
C  0.926  -0.176  -3.955  0.05
C  0.484  -0.328  -5.265  -0.21
F  0.770  0.648  -6.206  0.05
C  -0.295  -1.405  -5.686  0.11
C  -0.754  -2.251  -4.672  -0.21
F  -1.585  -3.281  -5.037  0.06
C  -0.412  -2.105  -3.334  0.04
C  1.524  -3.481  -1.404  0.08
H  3.706  -5.091  0.698  0.15
H  2.608  -0.899  0.567  0.13
H  1.094  -0.050  -1.088  0.10
H  1.643  0.605  -3.712  0.13
H  -0.606  -1.518  -6.726  0.15
H  -0.786  -2.797  -2.575  0.13
H  0.929  -3.701  -2.288  0.12
C  0.466  2.688  -1.748  -0.03
O  -0.293  2.616  -0.509  -0.15
C  -0.490  1.517  0.277  -0.31
C  -1.654  0.704  -0.013  -0.22
C  -1.694  -0.647  0.382  -0.08
C  -2.903  -1.340  0.331  -0.08
C  -4.047  -0.698  -0.153  -0.08
C  -3.985  0.621  -0.609  -0.07
C  -2.791  1.326  -0.564  -0.01
C  0.104  1.596  1.554  -0.40
N  -0.551  1.581  2.770  -0.07
C  -1.917  1.104  2.965  0.02
C  0.177  2.123  3.819  -0.27
C  -0.402  2.375  5.188  -0.01
C  1.387  2.588  3.407  -0.52
C  2.323  3.431  4.197  -0.09
S  1.654  2.341  1.728  1.16
H  0.256  3.691  -2.129  0.10
H  1.533  2.573  -1.507  0.09
H  0.154  1.937  -2.491  0.07
H  -0.769  -1.114  0.738  0.11
H  -2.951  -2.379  0.673  0.11
H  -5.003  -1.228  -0.131  0.11
H  -4.868  1.105  -1.017  0.11
H  -2.704  2.358  -0.904  0.13
H  -2.194  1.318  4.003  0.09
H  -2.615  1.609  2.293  0.11
H  -1.973  0.032  2.771  0.10
H  0.425  2.676  5.845  0.08
H  -1.124  3.209  5.198  0.11
H  -0.882  1.511  5.667  0.09
H  2.146  3.352  5.274  0.08
H  3.355  3.133  3.991  0.08
H  2.228  4.490  3.919  0.10

Summary:
Orbital gap in eV: 2.93
Total charge: +1
E_tot in a.u.: -1970.528057
Energy relative to the best compared isomer or geometry (same formula, charge and spin) in kcal/mol: 22.6



2.
A molecular structure, C3H5Cl2FN4 in a non-equilibrium geometry, computed with ωB97M-V with the def2-TZVPD basis set.

Last column: Löwdin charge in e.
Geometry (Å):
C  0.126  0.889  -1.240  0.06
C  1.606  -0.658  -0.255  -0.58
C  -0.708  -0.905  0.179  -0.71
N  0.626  -1.385  0.110  0.10
N  -0.795  0.266  -0.615  0.09
N  1.405  0.497  -0.915  0.16
N  -1.057  0.068  1.826  0.11
F  -0.184  -0.430  2.673  -0.04
Cl  3.216  -1.369  -0.015  0.91
Cl  -1.887  -2.061  -0.342  0.86
H  -0.040  1.738  -2.043  0.25
H  0.970  -2.256  0.609  0.21
H  -1.781  0.649  -0.618  0.22
H  2.166  1.025  -1.383  0.21
H  -2.025  -0.308  2.103  0.15

Summary:
Orbital gap in eV: 8.13
Total charge: +2
E_tot in a.u.: -1355.753802
Energy relative to the best compared isomer or geometry (same formula, charge and spin) in kcal/mol: 45.1



3.
8 unconnected molecules or ions with the total composition C12H43N3O8 in a non-equilibrium geometry, computed with ωB97M-V with the def2-TZVPD basis set.

Last column: Löwdin charge in e.
Geometry (Å):
C  -3.106  0.430  -1.389  -0.07
C  -2.593  1.165  -2.608  -0.44
C  -1.070  1.074  -2.668  -0.22
O  -0.643  1.596  -3.910  -0.20
C  0.747  1.393  -4.116  -0.10
N  -3.243  0.688  -3.824  0.04
H  -2.786  0.943  -0.481  0.05
H  -2.668  -0.575  -1.381  0.08
H  -4.181  0.268  -1.338  0.09
H  -2.842  2.232  -2.534  0.14
H  -0.800  0.006  -2.638  0.12
H  -0.604  1.635  -1.848  0.12
H  1.296  1.649  -3.197  0.08
H  1.087  2.080  -4.884  0.09
H  0.930  0.342  -4.353  0.08
H  -3.166  -0.322  -3.903  0.07
H  -2.764  1.064  -4.636  0.07
C  2.476  2.271  3.219  -0.07
C  1.129  1.584  3.041  -0.42
C  0.345  2.134  1.888  -0.22
O  -0.246  3.381  2.209  -0.18
C  -0.791  3.996  1.083  -0.13
N  1.391  0.127  2.815  0.03
H  3.189  2.058  2.422  0.08
H  2.908  1.927  4.164  0.07
H  2.380  3.353  3.340  0.08
H  0.625  1.645  4.005  0.14
H  -0.442  1.440  1.543  0.12
H  0.986  2.280  0.999  0.13
H  -0.024  4.173  0.307  0.09
H  -1.223  4.947  1.374  0.09
H  -1.539  3.354  0.587  0.08
H  1.848  0.041  1.901  0.03
H  0.467  -0.247  2.587  0.04
C  1.471  -1.751  -1.412  -0.06
C  2.785  -1.999  -0.679  -0.42
C  3.945  -1.290  -1.358  -0.23
O  4.374  -2.047  -2.450  -0.17
C  4.835  -1.269  -3.538  -0.10
N  2.628  -1.455  0.677  0.03
H  0.659  -2.261  -0.884  0.07
H  1.503  -2.061  -2.456  0.08
H  1.217  -0.689  -1.387  0.07
H  2.999  -3.074  -0.677  0.14
H  4.738  -1.176  -0.602  0.13
H  3.616  -0.283  -1.640  0.12
H  5.423  -0.391  -3.256  0.09
H  3.982  -0.947  -4.148  0.08
H  5.481  -1.889  -4.160  0.09
H  1.823  -1.902  1.106  0.04
H  3.419  -1.673  1.275  0.09
O  0.102  -2.772  2.266  -0.05
H  0.813  -2.931  2.896  0.06
H  -0.634  -3.298  2.594  0.02
O  -2.825  -3.545  3.913  -0.03
H  -2.552  -4.271  3.344  0.05
H  -2.515  -3.789  4.790  0.06
O  -4.880  0.597  1.821  -0.04
H  -4.700  1.395  2.326  0.05
H  -4.084  0.458  1.294  0.01
O  -2.085  -0.983  1.262  -0.05
H  -2.358  -1.188  2.162  0.03
H  -1.527  -1.725  1.010  0.02
O  -5.174  -2.260  2.684  -0.07
H  -4.312  -2.300  3.111  -0.02
H  -5.243  -1.359  2.340  -0.01

Summary:
Orbital gap in eV: 8.89
SMILES: COC[C@H](C)N.COC[C@H](C)N.COC[C@H](C)N.O.O.O.O.O
E_tot in a.u.: -1249.125349
Energy relative to the best compared isomer or geometry (same formula, charge and spin) in kcal/mol: 29.5



LUMO level? In order: -6.098; -10.306; -0.232 eV.